#P
A 5-piece molecular cluster, H10O5 overall. Source: the Open Molecules 2025 dataset; level of theory: ωB97M-V with the def2-TZVPD basis set.

**LUMO level**: 0.27 eV
**SMILES**: O.O.O.O.O
**Highest occupied orbital energy**: -10.40 eV
**Spin multiplicity**: 1
**HOMO-LUMO gap**: 10.674 eV

CARTESIAN COORDINATES (ANGSTROEM)
1 O 0.358 -3.758 0.288
2 O -0.860 0.694 2.881
3 O -0.710 0.781 0.045
4 O 0.765 -1.320 -1.330
5 O 0.357 3.347 -0.932
6 H -0.504 -3.978 0.652
7 H -0.469 1.584 -0.436
8 H -0.828 0.764 1.910
9 H 1.720 -1.280 -1.452
10 H 0.235 -2.923 -0.183
11 H -0.258 0.059 -0.416
12 H 0.408 -1.586 -2.184
13 H -0.269 3.697 -0.287
14 H 0.369 3.989 -1.648
15 H -0.314 -0.068 3.090

---

#Q
A 5-piece molecular cluster, H10O5 overall. Source: the Open Molecules 2025 dataset; level of theory: ωB97M-V with the def2-TZVPD basis set.

**LUMO level**: 0.46 eV
**SMILES**: O.O.O.O.O
**Highest occupied orbital energy**: -10.61 eV
**Spin multiplicity**: 1
**HOMO-LUMO gap**: 11.071 eV

CARTESIAN COORDINATES (ANGSTROEM)
1 O 0.793 0.860 -2.357
2 O -2.032 1.673 1.354
3 O 0.175 0.328 0.398
4 O 1.482 -0.685 2.806
5 O -0.443 -2.192 -1.799
6 H 1.339 1.577 -2.698
7 H 0.206 -2.815 -2.144
8 H 0.121 -0.610 0.624
9 H -1.141 1.324 1.107
10 H -0.954 -1.921 -2.568
11 H 1.555 0.159 2.340
12 H 0.435 0.342 -0.539
13 H -0.054 1.279 -2.149
14 H 0.779 -0.549 3.450
15 H -2.259 1.229 2.176

---

#R
A 5-piece molecular cluster, H10O5 overall. Source: the Open Molecules 2025 dataset; level of theory: ωB97M-V with the def2-TZVPD basis set.

**LUMO level**: 0.62 eV
**SMILES**: O.O.O.O.O
**Highest occupied orbital energy**: -11.35 eV
**Spin multiplicity**: 1
**HOMO-LUMO gap**: 11.976 eV

CARTESIAN COORDINATES (ANGSTROEM)
1 O 14.547 3.814 23.005
2 O 12.606 3.870 16.435
3 O 15.433 10.122 18.107
4 O 12.210 7.031 20.162
5 O 9.558 9.795 23.786
6 H 15.972 10.504 18.799
7 H 12.544 4.469 17.178
8 H 15.903 10.323 17.298
9 H 12.182 3.067 16.738
10 H 12.648 7.784 19.764
11 H 11.503 7.412 20.683
12 H 9.288 9.760 24.704
13 H 8.759 10.019 23.310
14 H 14.109 4.392 22.380
15 H 13.924 3.725 23.726

---

Which structure is the most stable? The one labeled #P.

---

#P
A 5-piece molecular cluster, H10O5 overall. Source: the Open Molecules 2025 dataset; level of theory: ωB97M-V with the def2-TZVPD basis set.

**LUMO level**: -0.01 eV
**SMILES**: O.O.O.O.O
**Highest occupied orbital energy**: -10.73 eV
**Spin multiplicity**: 1
**HOMO-LUMO gap**: 10.718 eV

CARTESIAN COORDINATES (ANGSTROEM)
1 O -7.374 27.010 -11.262
2 O -9.150 29.291 -12.101
3 O -11.598 28.164 -11.420
4 O -9.560 29.106 -9.264
5 O -7.502 28.203 -14.102
6 H -7.438 27.892 -11.564
7 H -10.272 29.136 -8.618
8 H -8.004 28.830 -13.570
9 H -7.937 27.388 -13.886
10 H -10.923 27.649 -10.956
11 H -7.850 26.485 -11.870
12 H -10.092 29.185 -12.307
13 H -12.188 28.566 -10.762
14 H -9.210 29.295 -11.156
15 H -8.841 29.520 -8.792

---

#Q
A 5-piece molecular cluster, H10O5 overall. Source: the Open Molecules 2025 dataset; level of theory: ωB97M-V with the def2-TZVPD basis set.

**LUMO level**: 0.11 eV
**SMILES**: O.O.O.O.O
**Highest occupied orbital energy**: -10.46 eV
**Spin multiplicity**: 1
**HOMO-LUMO gap**: 10.564 eV

CARTESIAN COORDINATES (ANGSTROEM)
1 O 0.021 -1.003 0.093
2 O 2.639 -0.987 -0.203
3 O -0.931 0.306 -2.364
4 O 0.470 1.485 1.806
5 O -2.079 -0.072 2.024
6 H 0.199 2.196 1.164
7 H 2.784 -0.900 -1.179
8 H -1.483 -0.187 -2.989
9 H 2.693 -1.790 0.294
10 H -1.500 1.132 -2.282
11 H -2.114 0.893 2.009
12 H -1.509 -0.158 1.190
13 H 0.877 -0.792 -0.405
14 H 0.379 0.671 1.529
15 H -0.442 -0.793 -0.686

---

#R
A 5-piece molecular cluster, H10O5 overall. Source: the Open Molecules 2025 dataset; level of theory: ωB97M-V with the def2-TZVPD basis set.

**LUMO level**: -0.22 eV
**SMILES**: O.O.O.O.O
**Highest occupied orbital energy**: -10.79 eV
**Spin multiplicity**: 1
**HOMO-LUMO gap**: 10.567 eV

CARTESIAN COORDINATES (ANGSTROEM)
1 O 0.446 2.973 0.911
2 O -0.238 -1.907 -1.002
3 O 0.322 0.296 2.552
4 O 0.953 -0.414 -2.926
5 O -1.113 0.258 0.436
6 H -0.324 0.333 1.823
7 H 0.537 2.986 1.855
8 H -2.029 0.170 0.323
9 H 1.076 -1.283 -3.371
10 H -0.804 -2.657 -0.853
11 H -0.725 -0.554 0.075
12 H 1.157 0.464 2.099
13 H -0.148 2.262 0.723
14 H 0.428 -0.823 -2.217
15 H 0.462 -2.105 -0.429

---

Which structure is the most stable? The one labeled #P.

---

#P
One molecule with the formula C10H13NO3. Source: the Open Molecules 2025 dataset; level of theory: ωB97M-V with the def2-TZVPD basis set.

**LUMO level (alpha / beta)**: -0.33 / -0.33 eV
**Highest occupied orbital energy (alpha / beta)**: -8.88 / -8.87 eV
**Spin multiplicity**: 1
**HOMO-LUMO gap (alpha / beta)**: 8.548 / 8.547 eV

CARTESIAN COORDINATES (ANGSTROEM)
1 O 1.568 0.715 -1.030
2 O -1.991 -2.166 -0.374
3 O -2.188 -0.080 0.327
4 N -1.518 -1.015 -0.259
5 C 0.453 -0.760 1.638
6 C 0.490 -1.963 -1.022
7 C -0.607 1.698 -0.929
8 C 1.586 -1.514 1.168
9 C 1.111 -2.547 0.261
10 C -0.715 2.948 0.045
11 C -0.099 3.160 -1.327
12 C -0.399 0.047 2.103
13 C -0.246 -0.761 -0.648
14 C 0.394 0.595 -0.842
15 H -1.536 0.364 1.534
16 H 1.635 -3.385 -0.100
17 H -0.146 2.824 1.005
18 H -1.534 1.398 -1.437
19 H 1.064 3.203 -1.283
20 H -0.198 -2.733 -1.483
21 H 0.218 -3.004 0.822
22 H -1.759 3.315 0.050
23 H -0.573 0.432 3.035
24 H 2.134 -0.662 0.552
25 H 2.104 -1.867 2.000
26 H -0.562 3.590 -2.149
27 H 1.317 -1.831 -1.658

---

#Q
One molecule with the formula C10H13NO3. Source: the Open Molecules 2025 dataset; level of theory: ωB97M-V with the def2-TZVPD basis set.

**LUMO level**: 0.62 eV
**SMILES**: O=C(O)CNC[C@@H](O)c1ccccc1
**Highest occupied orbital energy**: -8.83 eV
**Spin multiplicity**: 1
**HOMO-LUMO gap**: 9.452 eV

CARTESIAN COORDINATES (ANGSTROEM)
1 O -1.067 2.879 -0.360
2 O 3.308 -1.785 -0.592
3 O 1.169 -1.370 -0.710
4 N 2.231 1.139 0.419
5 C 2.333 -1.237 -0.136
6 C -1.696 0.079 -1.064
7 C -1.446 -0.170 1.280
8 C 2.184 -0.181 0.927
9 C -1.154 0.529 0.128
10 C -0.331 1.803 0.238
11 C -2.539 -1.036 -1.092
12 C -2.871 -1.690 0.083
13 C 1.158 1.656 -0.375
14 C -2.326 -1.212 1.299
15 H -0.873 -0.041 2.171
16 H -2.468 -1.817 2.214
17 H 3.074 -0.341 1.581
18 H -0.195 1.912 1.339
19 H -3.603 -2.508 0.034
20 H 2.778 1.764 0.973
21 H 1.026 0.961 -1.185
22 H -1.333 0.631 -1.972
23 H -2.877 -1.285 -2.091
24 H 1.266 -0.450 1.554
25 H -1.640 2.463 -1.037
26 H 1.554 2.556 -0.775
27 H 0.507 -0.865 -0.173

---

#R
One molecule with the formula C10H13NO3. Source: the Open Molecules 2025 dataset; level of theory: ωB97M-V with the def2-TZVPD basis set.

**LUMO level**: 0.58 eV
**SMILES**: CC/C=[N+](\[O-])OC/C=C\c1ccco1
**Highest occupied orbital energy**: -7.83 eV
**Spin multiplicity**: 1
**HOMO-LUMO gap**: 8.404 eV

CARTESIAN COORDINATES (ANGSTROEM)
1 O 1.829 -1.305 1.207
2 O 2.118 -0.307 -0.820
3 O -2.299 -0.765 -1.299
4 N 1.627 -0.344 0.534
5 C 0.312 1.062 2.085
6 C 0.632 2.522 2.627
7 C -1.820 0.822 -2.839
8 C -0.654 0.039 -2.565
9 C 0.928 0.739 0.774
10 C -2.731 0.241 -2.063
11 C -0.329 -1.990 -0.894
12 C -0.977 -0.948 -1.625
13 C 0.979 -2.404 -1.027
14 C 2.109 -1.512 -1.492
15 H -2.035 1.660 -3.496
16 H -0.889 0.989 1.937
17 H 0.692 0.346 2.877
18 H 0.319 0.299 -2.764
19 H 1.001 1.446 -0.011
20 H 1.147 -3.306 -0.465
21 H 1.598 2.855 2.249
22 H -0.978 -2.633 -0.320
23 H 3.053 -2.102 -1.441
24 H -3.735 0.508 -2.001
25 H -0.173 3.341 2.355
26 H 0.624 2.671 3.700
27 H 2.028 -1.214 -2.560

---

Which structure is the most stable? The one labeled #Q.

---

#P
A 2-piece molecular cluster, C2H4NOP overall. Source: the Open Molecules 2025 dataset; level of theory: ωB97M-V with the def2-TZVPD basis set.

**LUMO level (alpha / beta)**: -0.88 / -0.95 eV
**Highest occupied orbital energy (alpha / beta)**: -8.30 / -9.11 eV
**Spin multiplicity**: 1
**HOMO-LUMO gap (alpha / beta)**: 7.419 / 8.162 eV

CARTESIAN COORDINATES (ANGSTROEM)
1 P 1.572 -1.014 -0.064
2 O 2.202 0.526 -0.106
3 N 1.414 1.574 -0.002
4 C 0.168 1.203 0.164
5 C -0.048 -0.262 0.169
6 H -0.066 -0.569 -1.840
7 H 1.771 -0.917 1.390
8 H -0.640 1.957 0.084
9 H -0.991 -0.774 -0.063

---

#Q
One molecule with the formula C2H4NOP. Source: the Open Molecules 2025 dataset; level of theory: ωB97M-V with the def2-TZVPD basis set.

**LUMO level (alpha / beta)**: 0.04 / 0.04 eV
**Highest occupied orbital energy (alpha / beta)**: -7.60 / -7.60 eV
**Spin multiplicity**: 1
**HOMO-LUMO gap (alpha / beta)**: 7.641 / 7.640 eV

CARTESIAN COORDINATES (ANGSTROEM)
1 P -0.005 1.243 -1.512
2 O 1.159 0.299 -0.794
3 N -1.099 1.177 -0.369
4 C 0.909 -0.816 0.004
5 C -1.670 0.533 0.499
6 H 1.712 -0.876 0.738
7 H 0.897 -1.726 -0.602
8 H -0.059 -0.737 0.537
9 H -1.844 0.903 1.499

---

Which structure is the most stable? The one labeled #Q.

---

#P
A 2-piece molecular cluster, H3NOS overall. Source: the Open Molecules 2025 dataset; level of theory: ωB97M-V with the def2-TZVPD basis set.

**LUMO level (alpha / beta)**: -1.93 / -1.89 eV
**SMILES**: N=S.O
**Highest occupied orbital energy (alpha / beta)**: -9.28 / -9.21 eV
**Spin multiplicity**: 1
**HOMO-LUMO gap (alpha / beta)**: 7.344 / 7.318 eV

CARTESIAN COORDINATES (ANGSTROEM)
1 S 0.425 -1.430 0.614
2 O -1.368 0.791 1.440
3 N 0.477 -1.097 -0.938
4 H -0.615 0.000 1.550
5 H -0.813 1.562 1.575
6 H -0.424 -1.148 -1.440

---

#Q
One molecule with the formula H3NOS. Source: the Open Molecules 2025 dataset; level of theory: ωB97M-V with the def2-TZVPD basis set.

**LUMO level**: 0.33 eV
**SMILES**: NOS
**Highest occupied orbital energy**: -9.50 eV
**Spin multiplicity**: 1
**HOMO-LUMO gap**: 9.831 eV

CARTESIAN COORDINATES (ANGSTROEM)
1 S 1.734 0.454 -0.086
2 O 0.373 -0.601 0.119
3 N -0.903 0.104 0.246
4 H -1.562 -0.621 -0.003
5 H 1.465 0.247 -1.461
6 H -1.107 0.415 1.185

---

#R
A 2-piece molecular cluster, H3NOS overall. Source: the Open Molecules 2025 dataset; level of theory: ωB97M-V with the def2-TZVPD basis set.

**LUMO level (alpha / beta)**: -1.74 / -1.76 eV
**SMILES**: O=S.N
**Highest occupied orbital energy (alpha / beta)**: -9.45 / -9.34 eV
**Spin multiplicity**: 1
**HOMO-LUMO gap (alpha / beta)**: 7.714 / 7.584 eV

CARTESIAN COORDINATES (ANGSTROEM)
1 S 2.341 0.492 -0.530
2 O 1.141 0.988 0.123
3 N -1.132 -0.385 0.197
4 H -0.496 -0.923 0.788
5 H -0.763 0.551 0.223
6 H -1.090 -0.724 -0.801

---

Which structure is the most stable? The one labeled #R.

---

#P
One molecule with the formula C2H3N3OS. Source: the Open Molecules 2025 dataset; level of theory: ωB97M-V with the def2-TZVPD basis set.

**LUMO level**: 0.43 eV
**SMILES**: [H]/N=c1\nc(S)o[nH]1
**Highest occupied orbital energy**: -9.33 eV
**Spin multiplicity**: 1
**HOMO-LUMO gap**: 9.757 eV

CARTESIAN COORDINATES (ANGSTROEM)
1 S -2.779 -0.432 -0.019
2 O -0.612 1.114 -0.011
3 N -0.100 -1.084 -0.078
4 N 0.756 1.003 -0.176
5 N 2.296 -0.715 -0.015
6 C -1.034 -0.197 -0.048
7 C 1.093 -0.323 -0.070
8 H 2.218 -1.743 0.061
9 H 1.222 1.527 0.589
10 H -3.059 0.850 -0.232

---

#Q
C2H3N3OS as an isolated structure. Source: the Open Molecules 2025 dataset; level of theory: ωB97M-V with the def2-TZVPD basis set.

**LUMO level**: 0.34 eV
**Highest occupied orbital energy**: -9.58 eV
**Spin multiplicity**: 1
**HOMO-LUMO gap**: 9.919 eV

CARTESIAN COORDINATES (ANGSTROEM)
1 S 2.289 -0.021 -1.127
2 O -1.256 1.939 1.498
3 N -1.180 -0.177 0.561
4 N 0.329 1.217 0.160
5 N -0.135 -0.821 -0.256
6 C 0.630 0.177 -0.423
7 C -0.756 1.055 0.800
8 H 2.071 -0.990 -1.869
9 H 0.094 -1.689 0.067
10 H -2.086 -0.690 0.590

---

Which structure is the most stable? The one labeled #P.

---

#P
A 2-piece molecular cluster, C3H9NO3S overall. Source: the Open Molecules 2025 dataset; level of theory: ωB97M-V with the def2-TZVPD basis set.

**LUMO level**: 0.55 eV
**Highest occupied orbital energy**: -8.74 eV
**Spin multiplicity**: 1
**HOMO-LUMO gap**: 9.296 eV

CARTESIAN COORDINATES (ANGSTROEM)
1 S 1.581 0.438 -0.029
2 O 1.405 0.492 -1.467
3 O -1.138 -0.082 0.484
4 O 2.812 1.354 0.488
5 N 2.407 -1.117 0.189
6 C -1.884 0.687 -0.368
7 C -1.733 2.029 -0.397
8 C -1.309 -1.523 0.384
9 H -0.672 -1.973 1.236
10 H 3.663 1.342 0.151
11 H -1.085 2.553 0.242
12 H 2.525 -1.381 1.216
13 H -0.956 -1.991 -0.455
14 H -2.373 -1.803 0.539
15 H -2.463 2.575 -0.953
16 H -2.504 0.301 -1.017
17 H 1.727 -1.900 -0.244

---

#Q
C3H9NO3S as an isolated structure. Source: the Open Molecules 2025 dataset; level of theory: ωB97M-V with the def2-TZVPD basis set.

**LUMO level (alpha / beta)**: -0.92 / -0.92 eV
**Highest occupied orbital energy (alpha / beta)**: -9.19 / -9.19 eV
**Spin multiplicity**: 1
**HOMO-LUMO gap (alpha / beta)**: 8.269 / 8.268 eV

CARTESIAN COORDINATES (ANGSTROEM)
1 S -3.705 0.122 0.149
2 O -3.618 -1.010 1.052
3 O -3.592 -0.153 -1.241
4 O -4.436 1.283 0.523
5 N -0.237 -0.124 -0.254
6 C 0.757 0.294 -1.308
7 C -1.036 0.874 0.289
8 C -0.223 -1.484 0.351
9 H 0.553 1.146 -1.999
10 H 0.323 -2.166 -0.286
11 H 1.801 0.618 -0.745
12 H -1.271 -1.941 0.465
13 H -0.777 1.846 -0.249
14 H 0.491 -1.341 1.216
15 H 1.125 -0.509 -1.896
16 H -0.862 1.014 1.442
17 H -2.274 0.753 0.311

---

Which structure is the most stable? The one labeled #P.